Entry 1:
DFT (ωB97M-V/def2-TZVPD) results for a molecular structure, C25H38N3O2RuS.

Total charge   +2
Maximum force   0.0393 hartree/bohr
⟨S²⟩   0.77
2S+1   2

CARTESIAN COORDINATES (ANGSTROEM)
Ru 0.1513 0.1102 -0.0865
C -0.9131 5.7195 4.2687
C -1.4111 4.3076 4.6015
C -2.9491 4.2824 4.5193
C -0.9647 3.9544 6.0297
C -0.8900 3.2746 3.6229
C -0.8986 1.9095 3.9197
C -0.4577 0.9956 2.9861
N 0.0036 1.3514 1.7888
C 0.0343 2.6570 1.4816
C -0.4143 3.6281 2.3607
C 0.5438 3.0104 0.1433
C 1.2292 4.1881 -0.0891
C 1.6881 4.5039 -1.3697
C 1.3720 3.5970 -2.3869
C 0.7046 2.4312 -2.0889
N 0.3068 2.1264 -0.8435
C 2.5458 5.7257 -1.6259
C 4.0078 5.2281 -1.6010
C 2.2246 6.3379 -2.9956
C 2.3771 6.7960 -0.5423
H -1.2238 6.4008 5.0591
H -1.3306 6.1017 3.3360
H 0.1775 5.7492 4.2140
H -3.3591 4.9764 5.2535
H -3.3383 3.2857 4.7340
H -3.2965 4.5841 3.5298
H -1.1969 4.7839 6.6955
H 0.1119 3.7797 6.0702
H -1.4790 3.0720 6.4114
H -1.2530 1.5502 4.8749
H -0.4633 -0.0650 3.1972
H -0.4081 4.6582 2.0392
H 1.4236 4.8473 0.7431
H 1.6565 3.7839 -3.4116
H 0.4420 1.7186 -2.8599
H 4.1984 4.5124 -2.4024
H 4.2400 4.7513 -0.6469
H 4.6798 6.0766 -1.7301
H 2.5254 5.6820 -3.8124
H 2.7635 7.2761 -3.1157
H 1.1573 6.5467 -3.0888
H 2.7458 6.4598 0.4280
H 1.3350 7.1085 -0.4463
H 2.9616 7.6723 -0.8172
N 0.4009 -3.8327 -1.6713
C 0.6382 -2.5710 -1.3237
O -0.2400 -1.6985 -1.4446
C 2.0021 -2.2600 -0.7573
C 2.1255 -0.8310 -0.2678
H -0.4813 -4.0724 -2.0960
H 1.1135 -4.5400 -1.6150
H 2.7259 -2.4345 -1.5597
H 2.2183 -2.9759 0.0366
H 2.4721 -0.1517 -1.0494
H 2.7167 -0.7264 0.6351
O -1.4432 -0.9789 0.9772
S -2.0659 -2.3761 0.8946
C -3.8554 -2.0346 1.0742
C -4.2985 -2.6009 2.4203
C -3.1077 -2.4522 3.3621
C -1.9220 -3.0247 2.5991
H -4.3834 -2.4637 0.2253
H -3.9177 -0.9472 1.0412
H -4.5594 -3.6558 2.3185
H -5.1797 -2.0766 2.7869
H -3.2660 -2.9820 4.3006
H -2.9387 -1.3968 3.5882
H -1.9769 -4.1124 2.5298
H -0.9464 -2.7263 2.9791


Entry 2:
DFT (ωB97M-V/def2-TZVPD) results for a single C4H4O4 molecule.

Total charge   0
Maximum force   0.1358 hartree/bohr
2S+1   1

CARTESIAN COORDINATES (ANGSTROEM)
C -1.2666 -0.0891 -0.0015
C 0.7333 -1.2368 0.4605
C 1.6313 0.7313 -0.2709
C 0.7025 1.5342 0.1661
H 1.0759 -2.3371 0.5308
H 0.8168 -0.8636 1.5636
H 2.6805 0.7797 -0.8216
H 0.9153 2.7004 0.3053
O -2.3780 0.2817 -0.4173
O -0.7368 -1.3051 -0.0152
O 1.5781 -0.6858 -0.4909
O -0.4998 0.9695 0.4606


Entry 3:
DFT (ωB97M-V/def2-TZVPD) results for a molecular structure, C21H35CrN7O7SSi.

Total charge   +1
Maximum force   0.0229 hartree/bohr
⟨S²⟩   0.95
2S+1   2

CARTESIAN COORDINATES (ANGSTROEM)
Cr 0.6009 -0.7093 1.1788
C 0.1038 -1.9230 5.2489
C 0.2732 -1.8315 3.7716
N 0.3706 -0.6890 3.1152
O 0.2698 0.4969 3.8582
C 0.3199 -2.9436 2.8970
C 0.1870 -4.3873 3.2568
N 0.4636 -2.5282 1.6398
O 0.3594 -3.2639 0.6034
H 0.9731 -1.5062 5.7618
H -0.0193 -2.9573 5.5563
H -0.7692 -1.3507 5.5640
H 1.1076 0.6243 4.3254
H -0.7895 -4.6046 3.6902
H 0.9563 -4.6820 3.9715
H 0.2993 -4.9688 2.3434
N -4.3342 1.5573 1.8314
C -3.6717 2.3809 0.9836
O -4.2248 3.0292 0.1200
C -2.1786 2.3871 1.1264
C -1.4836 3.5896 1.1740
C -0.1001 3.5486 1.2249
C 0.5381 2.3247 1.1836
N -0.1222 1.1676 1.0901
C -1.4588 1.2100 1.0826
H -5.3410 1.5550 1.7890
H -3.8977 1.1924 2.6599
H -2.0263 4.5250 1.1616
H 0.4798 4.4573 1.2885
H 1.6184 2.2587 1.2234
H -1.9726 0.2560 1.0085
C 3.6888 -2.2486 0.0733
Si 3.0350 -1.1423 1.4778
C 3.9445 0.5357 1.5545
C 3.5221 -2.0334 3.0929
H 4.4168 -2.9565 0.4695
H 4.1784 -1.6856 -0.7216
H 2.8822 -2.8328 -0.3721
H 5.0187 0.3476 1.5241
H 3.7354 1.0676 2.4836
H 3.7142 1.2040 0.7234
H 4.6099 -2.0896 3.1607
H 3.1391 -3.0538 3.1179
H 3.1669 -1.5219 3.9890
C -3.8545 2.8662 -4.1453
C -2.3835 3.1767 -4.3362
S -1.3154 1.9705 -3.5437
O -1.6426 1.8174 -2.1418
O 0.0459 2.3350 -3.8366
C -1.7074 0.3690 -4.3334
C -0.5668 -0.6757 -4.2484
N 0.2706 -0.6658 -3.0346
C -0.1439 -0.9755 -1.7824
N 0.7844 -0.6568 -0.8801
C 1.8184 -0.0957 -1.5681
C 1.5284 -0.1006 -2.8935
N 2.3868 0.3690 -3.9375
O 2.0930 0.1182 -5.0927
O 3.3824 0.9555 -3.5756
C -1.4407 -1.6265 -1.4805
H -4.4605 3.6710 -4.5578
H -4.0948 2.7925 -3.0879
H -4.1290 1.9388 -4.6479
H -2.0944 4.1243 -3.8807
H -2.0701 3.1726 -5.3803
H -1.9175 0.5862 -5.3791
H -2.6080 0.0356 -3.8223
H 0.1114 -0.5089 -5.0765
H -0.9874 -1.6778 -4.3337
H 2.7187 0.2542 -1.0973
H -1.7466 -2.2791 -2.2967
H -2.2137 -0.8682 -1.3351
H -1.3468 -2.2276 -0.5766


Entry 4:
DFT (ωB97M-V/def2-TZVPD) results for 4 unconnected molecules or ions with the total composition C16H35BN2O8.

Total charge   0
Maximum force   0.0452 hartree/bohr
2S+1   1

CARTESIAN COORDINATES (ANGSTROEM)
N 0.3936 2.3807 0.0042
C 0.2242 1.8444 -1.3531
C 0.8782 0.4968 -1.5473
O 0.6865 0.1157 -2.9120
C 2.3781 0.5251 -1.2196
C 2.7415 0.0147 0.1350
C 3.7979 0.4017 0.8506
B 4.8943 1.4469 0.3981
N 6.0342 0.9509 -0.3733
O 4.7915 2.7792 0.7001
C 3.7556 -0.3411 2.1368
O 4.4777 -0.1753 3.1048
O 2.7338 -1.2455 2.0837
C 2.0155 -1.0147 0.9116
O 0.9993 -1.6034 0.6892
H 0.5279 3.3738 -0.0070
H 1.1399 1.9425 0.5155
H -0.8307 1.7009 -1.5416
H 0.5832 2.5547 -2.0982
H 0.3481 -0.2301 -0.9560
H 1.1971 0.7387 -3.4270
H 2.9394 0.0203 -1.9910
H 2.6814 1.5683 -1.2562
H 5.8311 1.0299 -1.3660
H 6.1001 -0.0501 -0.2231
H 4.5044 3.3084 -0.0416
C -3.9141 -1.0673 -3.8323
C -2.8199 -0.6872 -2.8470
C -2.8281 -1.5950 -1.6267
O -2.9724 0.6777 -2.4431
H -4.8978 -0.9703 -3.3672
H -3.8936 -0.4060 -4.6999
H -3.7963 -2.0963 -4.1750
H -1.8472 -0.7462 -3.3352
H -3.7811 -1.5137 -1.0962
H -2.0398 -1.3077 -0.9297
H -2.6795 -2.6380 -1.9078
H -3.8238 0.7552 -2.0031
C -7.5023 0.0995 -4.3998
C -8.3057 -0.6365 -3.3384
C -9.4859 0.1904 -2.8518
O -7.4655 -0.9879 -2.2371
H -7.0873 1.0263 -3.9929
H -6.6663 -0.5100 -4.7381
H -8.1207 0.3500 -5.2627
H -8.6680 -1.5796 -3.7478
H -9.1369 1.1213 -2.3967
H -10.0476 -0.3546 -2.0933
H -10.1598 0.4406 -3.6721
H -7.1394 -0.1701 -1.8501
C 6.2718 0.1830 5.9809
C 6.1388 -0.5717 7.2946
C 6.4727 -2.0465 7.1253
O 4.8194 -0.4223 7.8188
H 5.5787 -0.2140 5.2405
H 6.0297 1.2371 6.1203
H 7.2848 0.1083 5.5815
H 6.8040 -0.1333 8.0394
H 5.7845 -2.5127 6.4152
H 6.3714 -2.5733 8.0745
H 7.4907 -2.1831 6.7576
H 4.2087 -0.7994 7.1787


Entry 5:
DFT (ωB97M-V/def2-TZVPD) results for 3 unconnected molecules or ions with the total composition C40H75ClIN7O5P.

Total charge   +1
Maximum force   0.1157 hartree/bohr
2S+1   1

CARTESIAN COORDINATES (ANGSTROEM)
C 15.2248 -4.1937 -2.0728
C 15.2070 -3.0171 -3.2376
C 13.7564 -2.2372 -3.1261
C 14.0171 -0.6440 -3.4161
C 12.6708 0.2128 -3.7920
C 11.4758 0.1341 -2.6657
C 10.0541 -0.2070 -3.4196
C 9.4077 1.2453 -3.8976
C 8.2792 1.8288 -2.8339
C 7.0292 0.7384 -2.6216
C 5.6652 1.4852 -2.0192
C 4.3621 1.0075 -2.8883
N 3.2772 0.3101 -2.1003
C 1.9478 0.7163 -2.2745
N 0.6930 0.1349 -1.6254
C -0.3667 1.1837 -1.3706
C -1.8423 1.0538 -2.0912
C -2.7929 -0.1456 -1.4229
C -4.2223 0.4968 -0.8403
C -5.5386 0.0038 -1.6891
N -6.5751 -0.7453 -0.8811
C -6.5717 -1.2967 0.5275
C -7.9828 -2.0567 0.8785
C -8.8853 -1.8980 -0.4851
C -7.9357 -1.0589 -1.5301
C -0.4633 1.3350 0.2583
C 0.4633 0.5030 1.3576
C 0.4197 0.6680 2.9749
N -0.5238 1.6359 3.6025
C -1.4107 2.3825 2.6658
C -1.5175 2.3726 1.0415
C 0.3081 2.4455 -2.2144
N 1.3636 1.8143 -3.1348
I 0.6785 1.3181 -5.0161
P 3.5112 -1.0645 -0.9684
O 4.4696 -0.6015 0.4268
Cl 4.6671 -2.6366 -1.9074
H 14.8363 -3.7529 -1.0551
H 14.4594 -5.0320 -2.4033
H 16.2876 -4.6557 -1.9094
H 16.1409 -2.2823 -3.1514
H 15.3553 -3.5810 -4.2699
H 13.0666 -2.6497 -3.9808
H 13.2056 -2.4343 -2.0896
H 14.7949 -0.5570 -4.2879
H 14.4793 -0.1562 -2.4372
H 12.2035 -0.0968 -4.8275
H 12.9625 1.3635 -3.8862
H 11.3389 1.1932 -2.1527
H 11.7750 -0.6552 -1.8373
H 9.3713 -0.7787 -2.6334
H 10.2100 -0.9588 -4.3182
H 10.2590 2.0791 -3.9543
H 9.0041 1.1397 -5.0007
H 8.7135 2.0303 -1.7660
H 7.7605 2.7827 -3.3242
H 6.8588 0.2587 -3.6824
H 7.3036 -0.1362 -1.8941
H 5.5583 1.3903 -0.8584
H 5.8427 2.6459 -2.2344
H 3.9771 1.9771 -3.4691
H 4.6792 0.2511 -3.7557
H 0.3652 -0.7343 -2.1138
H -1.7912 0.8268 -3.2490
H -2.3654 2.1208 -1.9980
H -2.9749 -0.9425 -2.2727
H -2.2051 -0.7240 -0.5627
H -4.1921 1.6894 -0.8841
H -4.2413 0.2229 0.2996
H -6.0236 0.9043 -2.3034
H -5.1358 -0.7437 -2.5281
H -5.6476 -1.1658 1.2664
H -8.2614 -2.5961 1.8801
H -9.9756 -2.3113 -0.6866
H -8.3396 -0.7869 -2.5977
H 1.2580 -0.2675 0.9211
H 1.1495 -0.0085 3.6336
H -2.1840 3.1238 3.1981
H -2.2903 3.0511 0.4352
H -0.5300 3.0128 -2.8114
H 0.7943 3.1449 -1.3987
H 5.4582 -0.5334 0.1773
C -16.6804 -1.5025 -2.3759
O -16.5303 -2.3865 -1.2728
C -16.8373 -3.7498 -1.5935
C -15.5635 -4.6094 -1.5861
N -14.6914 -4.2765 -2.7143
C -13.3444 -4.8509 -2.6133
C -12.4666 -4.4019 -1.4258
O -12.0660 -3.0318 -1.4817
C -13.0272 -2.1150 -0.9770
H -16.5996 -0.4774 -2.0033
H -15.8872 -1.6597 -3.1097
H -17.6591 -1.6228 -2.8507
H -17.3793 -3.8393 -2.5446
H -17.5020 -4.1113 -0.8026
H -15.8420 -5.6682 -1.6439
H -15.0579 -4.4404 -0.6303
H -14.5981 -3.2667 -2.7776
H -12.8205 -4.5758 -3.5381
H -13.4221 -5.9439 -2.6111
H -11.5371 -4.9822 -1.4761
H -12.9129 -4.6406 -0.4548
H -13.6240 -2.5375 -0.1640
H -13.6700 -1.7678 -1.7874
H -12.4944 -1.2403 -0.5925
C 0.0192 1.9404 9.0254
O 0.8784 1.5484 7.9630
C 0.4606 2.0443 6.6842
C 1.4347 3.1174 6.1732
N 1.3342 4.3458 6.9638
C 2.4200 5.3019 6.7160
C 3.8560 4.8526 7.0598
O 4.0943 4.6795 8.4577
C 3.6925 3.4176 8.9729
H 0.3081 1.3814 9.9200
H 0.1297 3.0052 9.2409
H -1.0261 1.7114 8.7958
H -0.5738 2.4131 6.7011
H 0.4935 1.1931 5.9968
H 1.2069 3.3420 5.1246
H 2.4436 2.6958 6.2214
H 1.3439 4.1089 7.9518
H 2.1946 6.1899 7.3212
H 2.3830 5.6199 5.6681
H 4.5291 5.6593 6.7446
H 4.1696 3.9676 6.4962
H 3.7919 2.6134 8.2388
H 2.6679 3.4774 9.3434
H 4.3304 3.1808 9.8295


Entry 6:
DFT (ωB97M-V/def2-TZVPD) results for 11 unconnected molecules or ions with the total composition C4H29N2O11S.

Total charge   -1
Maximum force   0.0595 hartree/bohr
2S+1   1

CARTESIAN COORDINATES (ANGSTROEM)
C 1.1135 -1.6009 -1.7168
N 0.9283 -0.4982 -0.7624
C 1.1404 -0.8017 0.5217
N 1.7722 -1.8932 1.0611
O 0.8283 0.1034 1.4312
C -0.2363 -2.3104 -1.9982
C -1.3525 -1.3725 -2.3576
S -1.3987 -0.8886 -4.2266
H 1.4967 -1.2209 -2.7049
H 1.9022 -2.2935 -1.4002
H -1.5738 0.4313 -0.3414
H 2.1469 -2.5442 0.4184
H 2.0995 -1.8505 2.0094
H -0.0523 -3.1093 -2.6965
H -0.5947 -2.7330 -1.0272
H -2.2946 -1.9366 -2.2168
H -1.3644 -0.4076 -1.9185
H 2.2335 1.3485 0.9987
H 2.5861 2.4757 0.2200
O 2.9990 2.0167 0.9650
H -3.6676 -0.1547 0.8365
H -4.8059 0.6931 0.4518
O -4.5135 -0.2308 0.4062
H -0.0952 -0.1114 3.2143
H -0.5741 1.2150 3.3948
O -0.6748 0.3777 3.8558
H -2.1522 1.7793 1.8336
H -2.2160 0.6548 2.6953
O -2.8522 1.2378 2.2561
H -3.1116 3.4098 -0.3392
H -0.1030 -0.5842 -4.3931
O -2.5335 3.7770 -1.0626
H -1.7575 3.2399 -0.9035
H -0.6111 0.9372 0.6538
O -1.2973 1.2600 0.0619
H 2.0749 0.7794 -2.0817
H 3.2625 1.2118 -1.2554
O 3.0533 0.7770 -2.0779
H 0.3745 2.0299 -0.4418
H 0.6442 3.6175 -0.3902
O 0.9109 2.7731 -0.7474
H 3.7500 0.3805 2.3553
H 3.9334 -0.4174 0.9838
O 4.0572 -0.4223 1.9283
H -1.8106 -2.9658 1.1453
H -0.5107 -2.7329 1.6779
O -1.1532 -3.4459 1.6839


| no. | energy (hartree) |
| --- | --- |
| 1 | -1782.743996 |
| 2 | -455.669264 |
| 3 | -3462.949785 |
| 4 | -1366.984898 |
| 5 | -3426.706449 |
| 6 | -1505.231511 |